1.
Density functional theory data (the ωB97M-V functional and the def2-TZVPD basis) for a single CH3F2OP molecule.

```
8
Properties=species:S:1:pos:R:3:forces:R:3
C -1.2178 -0.1266 0.0500 -1.08 -2.74 0.04
O 0.1749 -0.4271 -0.0093 1.07 0.65 0.06
P 1.3251 0.7167 -0.2073 1.07 -2.23 0.68
F 2.3333 -0.2348 -1.0967 -1.07 1.14 0.97
F 2.1377 0.5063 1.2167 -0.90 0.26 -1.55
H -1.4306 0.6464 0.8120 -0.24 -0.74 -0.34
H -1.7671 -1.2162 0.1727 1.33 2.96 0.45
H -1.5556 0.1352 -0.9381 -0.18 0.70 -0.31
```
Positions in Å, forces in eV/Å.

Charge: 0
Structure (SMILES): COP(F)F
Frontier orbital gap (eV): 11.61

=====

2.
Density functional theory data (the ωB97M-V functional and the def2-TZVPD basis) for 2 unconnected molecules or ions with the total composition CH3F2OPS.

```
9
Properties=species:S:1:pos:R:3:forces:R:3
C 0.0850 -1.1606 -1.2912 0.93 1.36 2.86
O 0.6640 -0.4320 -0.3600 -2.03 -2.61 -6.06
F -0.0223 -1.8445 1.6584 0.28 1.21 -0.60
F 0.0632 3.1568 -0.2395 -0.52 -0.46 0.84
P 0.6603 -0.3341 1.3842 -0.82 -0.35 2.52
S -0.7503 1.0084 1.7834 0.47 -0.93 -0.25
H -0.7520 -1.8471 -1.0670 0.46 0.44 0.62
H 0.3628 -1.2083 -2.3723 0.55 0.88 1.08
H -0.3108 2.6615 0.5040 0.67 0.45 -1.01
```
Positions in Å, forces in eV/Å.

Charge: 0
Frontier orbital gap (spin up / spin down) (eV): 6.18 / 6.18

=====

3.
Density functional theory data (the ωB97M-V functional and the def2-TZVPD basis) for 2 unconnected molecules or ions with the total composition CH3F3N2P.

```
10
Properties=species:S:1:pos:R:3:forces:R:3
C -1.0261 0.3252 -0.0238 2.08 -0.59 0.65
N 1.1517 -1.5538 0.2348 -2.21 -0.60 1.51
N -2.2624 0.5979 0.0238 -0.99 3.64 -1.41
F -0.1359 1.2877 0.0560 -1.51 -0.33 -0.40
F 2.6725 -0.5360 -1.4276 -0.01 0.25 0.56
F 2.3023 0.9804 0.3869 0.00 -1.72 -0.08
P 2.3022 -0.5839 0.0781 1.16 1.47 -0.77
H 0.6892 -2.0009 1.0681 0.92 0.90 -1.15
H -2.9872 -0.0349 -0.1115 -0.88 -2.42 0.06
H -2.7065 1.5182 -0.2848 1.43 -0.59 1.02
```
Positions in Å, forces in eV/Å.

Charge: +1
Frontier orbital gap (spin up / spin down) (eV): 5.55 / 9.02

=====

4.
Density functional theory data (the ωB97M-V functional and the def2-TZVPD basis) for a gas-phase ion, CH3F3NS (charge +1).

```
9
Properties=species:S:1:pos:R:3:forces:R:3
C -1.0794 0.3498 -1.0149 3.14 3.57 -0.78
N 0.0115 -0.3956 -0.4313 0.61 1.36 4.90
S 0.7489 -0.2482 0.8759 3.15 -3.23 -0.26
F 0.8436 -1.6562 1.5950 -0.94 2.09 -0.36
F 2.2616 -0.3270 0.5288 -1.13 0.78 0.20
F 0.9457 0.6771 2.1693 -1.14 -1.27 -2.32
H -0.5156 1.2160 -1.5240 -1.43 -1.01 0.59
H -1.9174 0.6989 -0.4683 -0.50 -0.17 1.08
H -1.2988 -0.3148 -1.7306 -1.76 -2.13 -3.04
```
Positions in Å, forces in eV/Å.

Charge: +1
Structure (SMILES): C[N+]#S(F)(F)F
Frontier orbital gap (eV): 9.52

=====

5.
Density functional theory data (the ωB97M-V functional and the def2-TZVPD basis) for a molecular structure, CH3F5N3OP3.

```
16
Properties=species:S:1:pos:R:3:forces:R:3
C -0.3311 -0.5787 1.0644 -1.42 1.52 0.05
N -3.0167 1.5510 -2.7079 0.68 -0.23 0.69
N -1.5932 0.2530 -0.7546 -1.06 -0.51 -0.92
N -2.5405 -0.9307 -2.8638 -0.30 -1.60 0.43
O -1.4798 0.2604 0.6527 0.68 -0.36 0.00
F -2.6687 -2.1276 -3.6475 0.16 0.43 0.62
F -1.0742 0.6161 -4.0444 -1.00 0.13 -0.39
F -3.9042 -0.7659 -0.6807 0.86 -0.81 -0.26
F -1.4790 2.8547 -0.9356 0.01 -1.29 -0.87
F -3.4538 2.0685 -0.2429 -0.19 -0.76 -0.11
P -2.7228 0.4224 -3.8907 1.52 1.01 0.19
P -2.4302 -1.2978 -1.2111 -0.96 1.83 -0.21
P -2.4032 1.6199 -1.2911 -0.05 1.68 0.28
H -0.3912 -0.2028 2.1227 0.81 -1.33 -0.68
H 0.5881 -0.1798 0.5340 -1.00 -1.00 0.63
H -0.6791 -1.6488 0.8686 1.26 1.29 0.55
```
Positions in Å, forces in eV/Å.

Charge: 0
Frontier orbital gap (eV): 10.49

=====

6.
Density functional theory data (the ωB97M-V functional and the def2-TZVPD basis) for 2 unconnected molecules or ions with the total composition CH3F6O5P2S2.

```
19
Properties=species:S:1:pos:R:3:forces:R:3
O -2.8971 0.7031 -1.3418 -2.71 4.18 0.33
C -2.3858 -0.3028 -1.4854 1.80 -2.23 0.55
O -2.5965 -1.1466 -2.5200 0.06 -1.16 -0.38
S -4.0902 -1.9380 -2.3853 -0.32 -0.23 -0.12
O -1.4633 -0.7208 -0.5433 1.10 -1.50 -1.63
P 0.0820 -0.7808 -1.1203 2.40 0.84 1.01
O 0.2124 -1.9060 -2.2637 -0.74 -0.16 0.95
O 0.9461 -1.3220 0.1237 -1.64 0.20 -0.94
S 0.8050 0.9146 -1.6754 -0.65 -0.04 -0.47
H -4.2457 -2.3396 -3.6760 0.47 0.44 0.36
H 0.8228 -1.5681 -2.9320 -0.04 0.15 0.06
H 1.0748 -0.5112 0.6793 0.32 -0.31 0.43
F 3.3544 2.4152 2.5683 0.83 -0.21 0.85
P 1.9657 1.5663 2.7390 0.41 0.55 0.41
F 2.6718 0.9001 4.0581 0.62 -1.06 -0.24
F 0.7209 0.8365 1.9240 -1.33 -0.27 0.35
F 0.8625 1.8630 3.9100 -0.64 0.91 -0.19
F 2.7207 0.3825 1.8829 1.05 0.16 -0.50
F 1.4397 2.9546 2.0576 -0.97 -0.26 -0.84
```
Positions in Å, forces in eV/Å.

Charge: -1
Frontier orbital gap (eV): 8.18

=====

7.
Density functional theory data (the ωB97M-V functional and the def2-TZVPD basis) for 2 unconnected molecules or ions with the total composition CH3FIN.

```
7
Properties=species:S:1:pos:R:3:forces:R:3
C 1.0899 0.2052 1.6612 -1.02 -0.29 -0.02
N -1.3605 -0.6598 -1.2396 -0.12 -0.04 0.00
F 0.4226 1.1975 2.1661 0.33 -0.03 -0.04
I 3.1037 0.6887 1.5434 0.68 0.32 0.03
H -0.4842 -1.0126 -0.8781 0.03 0.02 0.01
H -1.4254 0.3224 -1.0040 0.04 -0.02 -0.03
H -1.3461 -0.7414 -2.2490 0.05 0.04 0.05
```
Positions in Å, forces in eV/Å.

Charge: 0
Frontier orbital gap (eV): 8.66

=====

8.
Density functional theory data (the ωB97M-V functional and the def2-TZVPD basis) for 2 unconnected molecules or ions with the total composition CH3FN2.

```
7
Properties=species:S:1:pos:R:3:forces:R:3
C 0.0289 -0.4131 0.3405 0.18 1.22 -1.55
N 0.5853 -0.1255 -1.8317 0.04 -0.47 1.15
N -0.6579 0.6684 0.6524 1.40 -4.52 5.00
F 1.6300 -0.9896 -2.0009 -0.33 0.28 -0.01
H 0.3242 -1.0087 1.2170 -0.21 0.10 -0.04
H -0.9594 0.6590 1.7033 0.16 1.31 -2.92
H -0.9511 1.2096 -0.0806 -1.25 2.08 -1.64
```
Positions in Å, forces in eV/Å.

Charge: 0
Frontier orbital gap (spin up / spin down) (eV): 8.39 / 8.50

=====

9.
Density functional theory data (the ωB97M-V functional and the def2-TZVPD basis) for a gas-phase ion, CH3FN2O4PS (charge -1).

```
13
Properties=species:S:1:pos:R:3:forces:R:3
N -1.2111 1.5917 1.4508 -0.18 -0.26 -2.34
P -0.7442 1.1997 -0.0458 -1.28 0.93 3.03
N 0.6077 0.0686 0.1262 0.21 -0.92 -2.77
C 0.4908 -0.8098 1.3401 -1.19 -5.32 7.25
O 1.2710 -0.5471 2.3281 -1.56 0.50 -4.15
O -0.3985 -1.8538 1.4820 3.19 5.22 -2.72
S 0.9298 -0.8037 -1.3159 -3.18 -2.04 -4.14
O 0.4622 0.0030 -2.5176 2.11 -0.93 3.87
O 0.3225 -2.1677 -1.3894 2.68 3.51 1.12
F 2.6071 -1.0003 -1.5040 -2.79 0.70 0.92
H -2.1969 1.3018 1.5421 0.73 -0.13 0.24
H -0.3406 2.4255 -0.7007 0.40 -1.44 -0.14
H -1.7999 0.5920 -0.7960 0.86 0.19 -0.18
```
Positions in Å, forces in eV/Å.

Charge: -1
Structure (SMILES): N=[PH2]N(C(=O)[O-])S(=O)(=O)F
Frontier orbital gap (eV): 7.69

=====

10.
Density functional theory data (the ωB97M-V functional and the def2-TZVPD basis) for 2 unconnected molecules or ions with the total composition CH3FO2.

```
7
Properties=species:S:1:pos:R:3:forces:R:3
O -0.0473 -1.2268 -0.0265 -1.25 0.46 -0.35
C -0.7930 -0.2619 -0.0819 -2.39 -0.65 -1.47
O -0.4569 0.9910 0.0614 -2.84 0.26 -0.18
H -1.9193 -0.3022 -0.4456 2.05 -0.30 1.21
H 0.4631 1.1052 0.0605 2.95 0.28 0.48
F 1.9376 0.0179 0.1177 0.70 0.74 -0.37
H 1.1840 -0.5159 -0.1767 0.78 -0.78 0.68
```
Positions in Å, forces in eV/Å.

Charge: 0
Structure (SMILES): O=CO.F
Frontier orbital gap (eV): 12.83

=====

11.
Density functional theory data (the ωB97M-V functional and the def2-TZVPD basis) for 2 unconnected molecules or ions with the total composition CH3FO2.

```
7
Properties=species:S:1:pos:R:3:forces:R:3
C 0.4369 0.2975 0.2657 -1.82 -0.40 3.76
O 0.9370 -0.8617 -0.0830 0.09 -2.05 1.31
O -1.8644 0.1796 -0.2738 -1.28 3.19 -1.56
F 0.8564 1.2959 -0.4053 1.33 2.90 -1.79
H 0.1367 0.4886 1.3295 0.63 -0.32 -1.03
H 1.3741 -0.7268 -0.8916 1.08 -0.07 -1.91
H -1.8767 -0.6730 0.0584 -0.04 -3.26 1.22
```
Positions in Å, forces in eV/Å.

<S²>: 2.0052
Multiplicity: 3
Charge: 0
Frontier orbital gap (spin up / spin down) (eV): 7.36 / 9.48

=====

12.
Density functional theory data (the ωB97M-V functional and the def2-TZVPD basis) for 2 unconnected molecules or ions with the total composition CH3FO2S.

```
8
Properties=species:S:1:pos:R:3:forces:R:3
C 0.0668 0.0157 0.4940 1.16 -2.67 0.80
O -0.0463 1.9590 -0.6351 -0.53 -0.80 0.33
O -2.3102 1.2151 0.0046 -1.88 -0.19 0.90
F -0.8739 -2.0725 -0.4466 0.71 2.08 0.94
S -1.0489 0.8872 -0.4819 2.87 0.09 -3.66
H 0.9581 -0.5053 0.0705 -1.17 0.66 -0.37
H 0.2426 0.1717 1.6122 -1.12 0.05 -1.54
H -1.0983 0.1788 -1.8076 -0.04 0.78 2.61
```
Positions in Å, forces in eV/Å.

Charge: 0
Frontier orbital gap (spin up / spin down) (eV): 8.65 / 7.27